Density functional theory data (ωB97M-V/def2-TZVPD) for a 2-piece molecular cluster, C6H12N2 overall in a non-equilibrium geometry.

Calculated values
Structure (SMILES)   Cc1c[nH]cn1.CC
Energy above the lowest of the compared OMol25 structures with the same formula, charge and spin   52.0 kJ/mol
HOMO energy   -8.632 eV
Energy   -9396.31134 eV

Geometry as ORCA input:
```
! wB97M-V def2-TZVPD RIJCOSX def2/J DEFGRID3
* xyz 0 1
C 1.47378 0.66042 -2.84851
C 2.09000 1.34655 -1.60786
H 2.01845 -0.25213 -3.06859
H 0.42158 0.41500 -2.66499
H 1.39506 1.36051 -3.67724
H 1.37598 1.28113 -0.79253
H 3.07254 0.89987 -1.39781
H 2.42565 2.36734 -1.78660
C -3.01491 -1.34592 1.52148
C -1.64799 -0.70889 1.40533
C -0.46517 -1.32275 1.11820
C -0.09991 0.68909 1.92876
N -1.40056 0.54460 1.90382
N 0.53853 -0.41923 1.40908
H -3.17359 -1.29938 2.59026
H -2.93164 -2.32984 1.06640
H -0.18253 -2.32431 0.86051
H 0.39716 1.61912 2.14047
H 1.44886 -0.39420 0.96711
H -3.74127 -0.78699 0.93272
*
```



Density functional theory data (ωB97M-V/def2-TZVPD) for one molecule with the formula C6H12N2 in a non-equilibrium geometry.

Calculated values
Structure (SMILES)   CC1(N)C[C@@H]2N[C@H]2C1
Energy above the lowest of the compared OMol25 structures with the same formula, charge and spin   754.6 kJ/mol
HOMO energy   -8.038 eV
Energy   -9389.02902 eV

Geometry as ORCA input:
```
! wB97M-V def2-TZVPD RIJCOSX def2/J DEFGRID3
* xyz 0 1
C 1.92536 1.21482 -0.01185
C 0.94161 0.03037 -0.04428
C -0.00117 -0.19400 1.27309
C -1.34890 0.32444 0.65744
C -1.39369 -0.43684 -0.54635
C -0.14777 0.15770 -1.08612
H 3.11957 1.07603 0.33899
H 1.36887 2.07760 0.67161
H 2.02192 1.38510 -1.14255
H 2.44548 -1.02797 -0.72398
H 1.27705 -2.00792 -0.41162
H 0.47032 -0.12456 2.45481
H -0.12166 -1.43719 1.12319
H -1.20182 1.33121 0.67340
H -2.88465 0.92389 -0.60396
H -1.42118 -1.49302 -0.28576
H -0.24833 1.19758 -1.42656
H 0.22850 -0.54658 -1.99936
N 1.81029 -1.20625 0.00858
N -2.51124 0.07295 -0.02570
*
```



Density functional theory data (ωB97M-V/def2-TZVPD) for one molecule with the formula C6H12N2.

Calculated values
Structure (SMILES)   CC1=C(N)C[C@@]1(C)N
Energy above the lowest of the compared OMol25 structures with the same formula, charge and spin   81.9 kJ/mol
HOMO energy   -7.684 eV
Energy   -9396.00097 eV

Geometry as ORCA input:
```
! wB97M-V def2-TZVPD RIJCOSX def2/J DEFGRID3
* xyz 0 1
C 0.58066 2.02639 0.09726
C -1.66788 -0.24031 -1.18362
C 0.42244 0.54462 0.09915
C -0.82583 -0.33689 0.08139
C 1.25012 -0.50847 0.12710
N -1.70272 -0.28976 1.23850
N 2.61514 -0.69082 0.22561
C 0.15884 -1.54575 0.12150
H -2.23023 0.57727 1.23676
H -1.15212 -0.31501 2.09042
H 3.16694 0.10067 -0.07155
H 2.94955 -1.56847 -0.14400
H -0.39357 2.50535 0.17599
H 1.19706 2.35753 0.93424
H 1.05425 2.37122 -0.82432
H -1.04010 -0.34972 -2.06389
H -2.42544 -1.01972 -1.18014
H -2.16460 0.72682 -1.23046
H 0.12647 -2.19462 -0.75310
H 0.08103 -2.15036 1.02316
*
```



Density functional theory data (ωB97M-V/def2-TZVPD) for C6H12N2 as an isolated structure in a non-equilibrium geometry.

Calculated values
Energy above the lowest of the compared OMol25 structures with the same formula, charge and spin   524.2 kJ/mol
HOMO energy   -6.399 eV
Energy   -9391.41697 eV

Geometry as ORCA input:
```
! wB97M-V def2-TZVPD RIJCOSX def2/J DEFGRID3
* xyz 0 1
C -0.17900 -0.00666 -0.81218
C 0.83903 0.71838 -1.69581
C -1.52329 -0.49926 -1.20574
C -0.50653 1.05812 1.65449
N 0.81979 -1.07090 0.34028
C 0.21378 0.76063 0.36813
N 0.27449 -1.98991 1.27408
C 1.02572 1.56851 -0.44293
H 1.83659 -0.95033 0.28951
H 0.76754 -1.96975 2.16624
H 0.30733 -2.94313 0.91727
H 1.68292 0.09709 -2.03235
H 0.42103 1.21201 -2.58585
H 1.70415 2.38286 -0.21738
H -1.44595 -1.27636 -1.97096
H -2.07668 -0.88510 -0.34678
H -2.10528 0.32528 -1.63689
H 0.21543 1.33749 2.42637
H -1.16687 1.91738 1.51097
H -1.10418 0.21364 1.99954
*
```



Density functional theory data (ωB97M-V/def2-TZVPD) for one molecule with the formula C6H12N2 in a non-equilibrium geometry.

Calculated values
Energy above the lowest of the compared OMol25 structures with the same formula, charge and spin   488.5 kJ/mol
HOMO energy (spin up / spin down)   -6.301 / -7.016 eV
Energy   -9391.78664 eV

Geometry as ORCA input:
```
! wB97M-V def2-TZVPD RIJCOSX def2/J DEFGRID3
* xyz 0 1
C -1.04948 -1.69503 -0.15211
N -1.62663 1.23356 -0.66284
C -1.60720 0.66561 0.54689
C -0.82461 -0.50501 0.77151
H -0.76665 0.92898 -1.23511
H -1.79879 2.22957 -0.70354
H -2.01330 1.23167 1.37862
H -0.85728 -0.81151 1.81442
H -2.05153 -2.10726 -0.02189
H -0.32481 -2.47787 0.07100
H -0.92368 -1.41290 -1.19687
C 1.12444 0.76934 -1.06464
C 0.92284 0.07589 0.54830
C 1.84188 -0.90677 0.73680
N 1.66693 1.89492 -1.29535
H 1.51332 2.57326 -0.54417
H 1.29433 -0.02618 -1.79742
H 0.99865 0.95361 1.18974
H 2.66954 -0.77171 1.41812
H 1.81203 -1.84219 0.19857
*
```



Density functional theory data (ωB97M-V/def2-TZVPD) for one molecule with the formula C6H12N2 in a non-equilibrium geometry.

Calculated values
Structure (SMILES)   C[C@H]1[C@@H]2N[C@H]2CN1C
Energy above the lowest of the compared OMol25 structures with the same formula, charge and spin   834.7 kJ/mol
HOMO energy   -7.835 eV
Energy   -9388.19849 eV

Geometry as ORCA input:
```
! wB97M-V def2-TZVPD RIJCOSX def2/J DEFGRID3
* xyz 0 1
C -1.07019 1.72985 0.09111
C 0.02807 0.80947 -0.54684
C 1.39318 0.70641 0.36929
C 1.80469 -0.61580 -0.18959
C 0.63071 -1.43577 0.12678
C -1.97095 -0.84737 0.11688
H -0.93882 2.98883 0.39639
H -1.90320 1.34309 -0.56199
H -1.07551 1.01971 1.02653
H 0.13087 0.94955 -1.57946
H 1.30481 0.78404 1.41644
H 3.45514 0.16693 -0.69090
H 1.87356 -0.62531 -1.29207
H 0.40054 -2.40575 -0.34504
H 0.55117 -1.78095 1.23687
H -2.09335 -0.86515 1.31100
H -2.25262 -1.78070 -0.32300
H -2.51999 0.04343 -0.52958
N 2.76537 0.38342 0.17591
N -0.51348 -0.56794 -0.20873
*
```



Density functional theory data (ωB97M-V/def2-TZVPD) for a 2-piece molecular cluster, C6H12N2O overall in a non-equilibrium geometry.

Calculated values
Energy above the lowest of the compared OMol25 structures with the same formula, charge and spin   44.3 kJ/mol
HOMO energy (spin up / spin down)   1.062 / -4.924 eV
Energy   -11442.47394 eV

Geometry as ORCA input:
```
! wB97M-V def2-TZVPD RIJCOSX def2/J DEFGRID3
* xyz -1 2
C 0.21781 0.41827 -1.52705
C 2.00573 2.15396 1.01695
C 0.57020 2.76461 -0.52793
C 0.70509 1.40089 -0.51743
N 1.43037 3.24420 0.42524
N 1.66352 1.05438 0.40336
H 1.80905 4.18661 0.48877
H 2.59181 2.32601 1.90281
H -0.09274 3.39486 -1.08523
H 0.77115 -0.51136 -1.40328
H 0.20283 0.77407 -2.55300
H -0.80128 0.13664 -1.26581
C -1.29508 -2.17395 1.09197
C -0.90283 -3.01256 -0.15092
O -2.40381 -1.36643 0.81746
H -1.55147 -2.99320 1.78644
H -0.43181 -1.72230 1.58127
H -0.92507 -2.46689 -1.09826
H -2.18535 -0.41910 0.89630
H -1.52295 -3.89219 -0.25584
H 0.14483 -3.29654 -0.02584
*
```



Density functional theory data (ωB97M-V/def2-TZVPD) for a 2-piece molecular cluster, C6H12N2O overall.

Calculated values
Energy above the lowest of the compared OMol25 structures with the same formula, charge and spin   0.0 kJ/mol
HOMO energy (spin up / spin down)   1.016 / -5.098 eV
Energy   -11442.93334 eV

Geometry as ORCA input:
```
! wB97M-V def2-TZVPD RIJCOSX def2/J DEFGRID3
* xyz -1 2
C 0.57803 -1.28346 -0.42492
C 0.51826 -2.80077 -0.22027
C 0.07785 -0.49122 0.73084
C -1.09973 0.18989 0.84956
C 0.11929 0.46069 2.64517
N 0.84135 -0.30666 1.86950
N -1.06380 0.78927 2.07215
H 1.60993 -0.99013 -0.63418
H -0.01860 -1.00747 -1.29427
H -0.51046 -3.13006 -0.06619
H -1.89578 0.28559 0.13380
H 0.39386 0.83798 3.61552
H -1.78251 1.37000 2.47876
H 1.11878 -3.08335 0.64656
H 0.94843 -3.31692 -1.08073
C 0.39211 1.83490 -3.47020
O -0.26882 1.17031 -2.41051
H -0.99691 1.73390 -2.09561
H 0.63305 2.87011 -3.20221
H 1.30820 1.28388 -3.66904
H -0.21925 1.85609 -4.37779
*
```



Density functional theory data (ωB97M-V/def2-TZVPD) for a 2-piece molecular cluster, C6H12N2O overall in a non-equilibrium geometry.

Calculated values
Structure (SMILES)   [H]/N=C(/C)C=C.CC(N)=O
Energy above the lowest of the compared OMol25 structures with the same formula, charge and spin   471.7 kJ/mol
HOMO energy (spin up / spin down)   -8.136 / -8.135 eV
Energy   -11439.78157 eV

Geometry as ORCA input:
```
! wB97M-V def2-TZVPD RIJCOSX def2/J DEFGRID3
* xyz 0 1
C -2.42464 -0.17561 -0.40821
C -1.10398 0.55257 -0.19723
N -1.27207 1.62041 0.68692
O -0.40423 0.77381 -1.31052
H -0.42760 1.79879 1.22837
H -2.03149 1.54386 1.34797
H -3.18923 0.55904 -0.66398
H -2.75439 -0.67565 0.50292
H -2.36011 -0.89850 -1.21690
C 0.35295 -1.84555 0.47908
C 0.69523 -0.36256 0.39603
C 1.40470 0.01850 -0.91636
C 2.47459 0.89611 -0.89834
N 1.00241 0.27014 1.51703
H 1.89008 0.76860 1.46223
H 1.52602 -0.80338 -1.61730
H -0.10107 -2.09320 1.43646
H 1.26553 -2.42674 0.34978
H -0.30893 -2.10077 -0.34779
H 2.52257 1.69751 -0.17396
H 3.24367 0.88262 -1.65620
*
```



Density functional theory data (ωB97M-V/def2-TZVPD) for C6H12N2O as an isolated structure in a non-equilibrium geometry.

Calculated values
Energy above the lowest of the compared OMol25 structures with the same formula, charge and spin   611.0 kJ/mol
HOMO energy   -9.102 eV
Energy   -11438.33817 eV

Geometry as ORCA input:
```
! wB97M-V def2-TZVPD RIJCOSX def2/J DEFGRID3
* xyz 0 1
C -0.17544 -1.95290 -0.20549
C -0.40483 -0.46305 -0.15277
C -1.13626 0.11052 -1.41150
C 0.91111 0.17122 0.08983
C 1.30404 1.45067 -0.68111
C -0.36502 0.03350 2.36329
H 0.79109 -2.04874 0.17630
H 0.12263 -2.31983 -1.16726
H -0.95978 -2.71782 0.15694
H -1.02727 1.23585 -1.45485
H -0.53175 -0.26861 -2.30723
H -2.22607 -0.29402 -1.76104
H 1.72047 -0.47132 0.56402
H 2.65856 1.71946 -0.30553
H 1.41321 1.19405 -1.97214
H 0.37376 3.40262 -0.71039
H 0.25257 0.77293 3.17882
H -1.68521 -1.50607 2.31987
N -0.26802 0.45159 0.97653
N -0.97151 -0.94574 2.93687
O 0.20370 2.44571 -0.63318
*
```



Density functional theory data (ωB97M-V/def2-TZVPD) for a 2-piece molecular cluster, C6H12N2O overall in a non-equilibrium geometry.

Calculated values
Structure (SMILES)   Cc1c[nH]cn1.CCO
Energy above the lowest of the compared OMol25 structures with the same formula, charge and spin   68.1 kJ/mol
HOMO energy   -8.886 eV
Energy   -11443.96516 eV

Geometry as ORCA input:
```
! wB97M-V def2-TZVPD RIJCOSX def2/J DEFGRID3
* xyz 0 1
C 0.37509 -0.59265 3.06453
C 1.14236 0.53373 2.42065
O 0.05659 -1.61170 2.07524
H 0.91953 -1.12483 3.83550
H -0.56631 -0.30823 3.51526
H 1.39010 1.36324 3.08797
H 0.23975 -1.25769 1.19957
H 0.61977 0.81276 1.51331
H 2.12198 0.11964 2.15504
C 0.85561 -1.15947 -1.95234
C -1.22865 1.57634 -1.00995
C -0.19306 -0.11002 -1.83883
C -1.16238 0.22226 -2.72793
N -0.25994 0.74643 -0.76686
N -1.80151 1.32667 -2.21825
H -1.65103 2.29217 -0.32340
H -2.73919 1.61669 -2.45742
H -1.46406 -0.16369 -3.68320
H 1.78748 -0.69401 -2.25984
H 0.53510 -1.93332 -2.63849
H 1.02275 -1.65430 -0.99056
*
```



Density functional theory data (ωB97M-V/def2-TZVPD) for a 2-piece molecular cluster, C6H12N2O overall in a non-equilibrium geometry.

Calculated values
Structure (SMILES)   [H]/N=C(\C)N.C=C(C)C=O
Energy above the lowest of the compared OMol25 structures with the same formula, charge and spin   181.3 kJ/mol
HOMO energy   -9.126 eV
Energy   -11442.79197 eV

Geometry as ORCA input:
```
! wB97M-V def2-TZVPD RIJCOSX def2/J DEFGRID3
* xyz 0 1
C -1.30999 -2.68322 1.17481
C -0.46181 -1.45420 0.94341
N -1.11457 -0.41670 0.33679
N 0.78083 -1.32448 1.19630
H -0.64222 0.57604 0.24121
H -2.04749 -0.56261 -0.01387
H 1.19484 -2.15767 1.59883
H -2.10819 -2.45070 1.87627
H -1.76135 -3.01088 0.23272
H -0.71000 -3.50146 1.57132
C 1.72403 1.62864 0.09996
C 0.51751 1.60404 -0.78795
C 0.25934 0.24085 -1.59577
C -0.13851 2.69196 -1.19710
O -0.50858 0.15203 -2.51551
H 1.07776 -0.46781 -1.38660
H 1.86597 2.61156 0.54566
H 1.61333 0.87588 0.88510
H 2.61819 1.35613 -0.46189
H -0.89497 2.62110 -1.96485
H 0.04590 3.67150 -0.77883
*
```